(1)
Below is a structure of composition C7H12F3InO3, with properties calculated with the ωB97M-V functional and the def2-TZVPD basis.

Results
F_max in eV/Å: 8.0
E_HOMO in eV: -17.3
Relative energy (zero: lowest compared OMol25 entry of this formula, charge and spin) in kJ/mol: 258.3
Frontier orbital gap in eV: 3.395
Net charge: +2
LUMO in Ha: -0.512

Each line ends with the Mulliken charge.
Atoms and positions in Å:
H (2.19, 1.90, 2.08)  0.317
In (2.95, -2.02, 0.22)  0.990
O (0.43, -2.96, 1.51)  -0.338
H (1.47, 1.89, -1.84)  0.393
H (-1.37, -3.39, 0.44)  0.442
F (-1.94, -1.96, 3.01)  -0.214
F (-3.12, -1.60, 1.33)  -0.167
C (1.60, 2.62, 1.52)  -1.103
H (2.23, 3.50, 1.38)  0.404
C (-0.83, -2.57, 0.92)  0.250
H (1.37, 3.52, -0.98)  0.384
H (0.68, 2.87, 2.05)  0.315
C (-1.20, -1.21, -1.12)  -0.307
F (-1.46, -0.31, 1.82)  -0.140
O (1.62, 0.58, 0.31)  -0.389
C (-0.45, -0.55, -2.29)  -1.111
H (-0.02, 2.51, -1.18)  0.305
O (-0.31, -1.89, -0.24)  -0.041
H (-1.08, 0.15, -2.85)  0.387
H (-1.89, -1.94, -1.53)  0.435
C (-1.88, -1.59, 1.72)  0.647
C (1.42, 1.80, 0.26)  0.837
H (-1.74, -0.46, -0.54)  0.365
H (-0.19, -1.37, -2.96)  0.380
C (1.06, 2.48, -1.02)  -1.152
H (0.46, -0.02, -2.00)  0.112

---

(2)
Below is a cluster of 2 separate species, C7H12FI in total, with properties calculated with the ωB97M-V functional and the def2-TZVPD basis.

Results
F_max in eV/Å: 12.4
E_HOMO (alpha / beta) in eV: -5.1 / -9.7
Spin multiplicity: 3
Frontier orbital gap (alpha / beta) in eV: 5.700 / 7.306
LUMO (alpha / beta) in Ha: 0.023 / -0.086

Each line ends with the Löwdin spin population.
Atoms and positions in Å:
C (-0.90, -0.75, -0.15)  0.004
H (2.14, -2.36, -0.02)  0.000
H (-1.39, -0.03, -0.86)  0.004
F (0.58, 1.39, -0.86)  0.033
H (-1.14, -0.32, 0.94)  0.001
C (-0.78, 3.30, -1.85)  0.770
C (1.24, 0.41, -0.18)  0.003
H (-2.66, 2.49, -1.29)  0.056
I (0.75, 4.60, -1.64)  0.264
C (2.12, 0.56, 0.80)  0.001
H (2.42, 1.54, 1.21)  0.001
C (-1.85, 3.12, -1.14)  0.794
H (2.38, -0.36, 1.21)  0.000
H (0.79, -1.13, -1.40)  0.000
H (0.38, -2.93, -0.13)  0.000
H (-1.27, -1.76, -0.17)  0.000
H (-1.94, 3.68, -0.25)  0.050
C (1.13, -2.17, 0.23)  0.000
H (0.86, -2.08, 1.31)  0.000
H (-0.59, 2.66, -2.74)  0.019
C (0.58, -0.88, -0.43)  0.000

---

(3)
Below is the ion C7H12FN2 with charge +1, with properties calculated with the ωB97M-V functional and the def2-TZVPD basis.

Results
F_max in eV/Å: 4.7
E_HOMO in eV: -13.7
Relative energy (zero: lowest compared OMol25 entry of this formula, charge and spin) in kJ/mol: 103.1
SMILES: [H]/N=C1/C=C[C@@H](F)[C@](C)([NH3+])C1
Frontier orbital gap in eV: 10.066
Net charge: +1
LUMO in Ha: -0.132

Each line ends with the Mulliken charge.
Atoms and positions in Å:
F (-2.13, 1.57, 0.15)  -0.353
C (1.89, 0.13, 0.16)  0.526
H (-0.46, -1.51, -1.81)  0.481
H (2.39, 1.93, -0.70)  0.384
H (-0.06, 3.05, -0.10)  0.394
C (-0.71, -0.53, -1.57)  -1.797
H (-1.59, -2.02, 0.26)  0.400
H (3.19, -1.20, 0.53)  0.230
C (1.51, 1.47, -0.16)  -0.492
C (0.30, 2.00, 0.05)  -0.699
N (-1.73, -1.07, 0.63)  -0.059
H (0.66, -0.76, 1.66)  0.296
H (-1.72, -0.52, -1.97)  0.464
H (-0.80, 1.03, 1.59)  0.552
H (-0.11, 0.17, -2.11)  0.411
C (-0.84, 1.08, 0.51)  0.159
C (-0.60, -0.34, -0.06)  -0.040
H (-2.66, -0.61, 0.39)  0.419
N (3.08, -0.29, 0.22)  -0.723
C (0.77, -0.79, 0.47)  -0.452
H (1.01, -1.92, 0.30)  0.440
H (-1.41, -0.90, 1.58)  0.457

---

(4)
Below is the molecule C7H12IO3PS, with properties calculated with the ωB97M-V functional and the def2-TZVPD basis.

Results
F_max in eV/Å: 3.9
E_HOMO in eV: -8.9
Relative energy (zero: lowest compared OMol25 entry of this formula, charge and spin) in kJ/mol: 0.0
SMILES: C=CC[C@@H](C)C(=O)OP(I)SOC
Frontier orbital gap in eV: 9.120
LUMO in Ha: 0.009

Each line ends with the Mulliken charge.
Atoms and positions in Å:
H (-2.16, 1.87, -0.56)  0.218
H (-1.95, 2.96, 0.74)  0.447
H (-0.47, 1.12, 2.05)  0.377
C (-2.40, 0.15, 1.35)  -1.545
H (-2.27, -0.90, 1.44)  0.399
C (-0.19, 2.78, -0.33)  -0.191
P (2.03, -0.69, -0.75)  0.061
H (0.57, 3.20, 0.35)  0.277
O (2.62, -3.30, -0.21)  -0.306
H (-2.96, 0.46, 0.55)  0.409
C (1.46, -4.08, -0.46)  -0.483
H (-2.77, 0.42, 2.31)  0.385
I (3.94, 0.84, -0.85)  -0.139
C (0.14, 2.48, -1.58)  -0.812
O (-0.68, -0.71, -0.63)  -0.549
O (1.14, 0.25, 0.29)  -0.106
C (-1.36, 2.19, 0.27)  -0.873
H (1.05, -3.54, -1.38)  0.229
C (-1.04, 0.90, 1.10)  0.665
H (-0.50, 1.91, -2.21)  0.266
S (2.57, -2.04, 0.79)  0.036
H (0.75, -4.01, 0.40)  0.267
C (-0.28, 0.06, 0.19)  0.400
H (1.74, -5.12, -0.75)  0.227
H (1.01, 2.81, -2.12)  0.342

---

(5)
Below is a cluster of 2 separate species, C7H12N in total, with properties calculated with the ωB97M-V functional and the def2-TZVPD basis.

Results
F_max in eV/Å: 3.5
E_HOMO in eV: -14.2
Relative energy (zero: lowest compared OMol25 entry of this formula, charge and spin) in kJ/mol: 475.6
Frontier orbital gap in eV: 8.127
Net charge: +1
LUMO in Ha: -0.222

Each line ends with the Mulliken charge.
Atoms and positions in Å:
H (0.93, -1.33, 2.02)  0.233
H (-2.21, -0.43, -3.63)  0.387
C (-1.61, 0.04, -2.79)  0.261
H (2.53, -1.18, 0.15)  0.332
C (-0.85, 0.39, -1.86)  -0.783
C (0.54, -0.49, -0.18)  1.066
H (0.53, 0.41, 1.77)  0.252
C (0.06, 0.64, -0.76)  0.043
H (-2.13, 2.15, 0.86)  0.260
C (1.00, -0.39, 1.36)  -0.563
N (-1.32, 2.12, 1.54)  -0.756
H (-0.91, 3.00, 1.49)  0.249
H (0.64, -2.32, -1.52)  0.335
C (2.02, -0.30, 0.30)  -0.545
H (2.51, 0.52, -0.07)  0.286
H (0.13, 1.66, -0.22)  0.377
H (0.53, -2.47, 0.32)  0.345
H (-0.87, -2.06, -0.70)  0.433
H (-1.74, 1.96, 2.52)  0.262
C (0.21, -1.91, -0.59)  -1.474

---

(6)
Below is a cluster of 2 separate species, C7H12N in total, with properties calculated with the ωB97M-V functional and the def2-TZVPD basis.

Results
F_max in eV/Å: 3.9
E_HOMO (alpha / beta) in eV: -13.6 / -13.1
Relative energy (zero: lowest compared OMol25 entry of this formula, charge and spin) in kJ/mol: 756.4
Frontier orbital gap (alpha / beta) in eV: 7.647 / 6.407
Net charge: +1
LUMO (alpha / beta) in Ha: -0.219 / -0.246

Each line ends with the Mulliken charge.
Atoms and positions in Å:
H (2.78, 2.34, -0.10)  0.333
H (3.97, -0.74, -1.03)  0.313
C (-1.96, 1.87, -0.42)  -0.866
H (-1.50, 1.82, -1.44)  0.312
H (-2.64, -0.75, -0.75)  0.360
H (2.43, -1.79, -0.74)  0.286
H (-3.15, -0.65, 0.77)  0.376
C (-2.16, -0.48, 0.29)  -0.187
C (-1.08, -1.44, 0.80)  -1.041
C (2.19, 1.42, -0.16)  -0.510
H (-0.36, -1.53, 0.02)  0.209
C (3.18, -1.07, -0.34)  -0.763
C (2.30, 0.10, -0.16)  0.466
N (-1.69, 0.75, 0.42)  -0.021
H (-3.04, 1.80, -0.60)  0.485
H (-1.48, -2.46, 0.93)  0.391
H (-0.65, -1.17, 1.74)  0.351
H (-1.75, 2.64, 0.23)  0.345
C (1.01, 0.73, -0.07)  -0.128
H (3.59, -1.38, 0.62)  0.290

---

(7)
Below is the ion C7H12N with charge +1, with properties calculated with the ωB97M-V functional and the def2-TZVPD basis.

Results
F_max in eV/Å: 4.8
E_HOMO in eV: -14.1
Relative energy (zero: lowest compared OMol25 entry of this formula, charge and spin) in kJ/mol: 446.7
SMILES: C[C@H]1C/C1=C1\C[N@@H+]1C
Frontier orbital gap in eV: 10.775
Net charge: +1
LUMO in Ha: -0.122

Each line ends with the Mulliken charge.
Atoms and positions in Å:
H (2.25, 1.99, 0.91)  0.311
H (1.96, -1.69, -1.46)  0.287
H (2.47, -1.74, 0.39)  0.277
C (-0.63, -0.53, 0.13)  -0.055
C (2.61, 0.86, 0.69)  -0.832
H (3.75, 1.01, 0.49)  0.345
H (-2.24, -1.80, -0.50)  0.248
C (-2.56, 0.97, -0.64)  -1.266
H (-2.01, 1.86, -1.05)  0.289
H (1.85, 0.72, -1.30)  0.364
N (1.84, 0.19, -0.41)  0.055
C (-1.89, 0.18, 0.41)  0.161
H (-1.80, 0.67, 1.32)  0.422
C (1.95, -1.25, -0.44)  -0.283
H (-3.60, 1.43, -0.53)  0.350
C (0.66, -0.54, -0.03)  0.101
H (-2.93, 0.34, -1.55)  0.268
H (2.52, 0.44, 1.70)  0.332
C (-1.95, -1.32, 0.46)  -0.673
H (-2.23, -1.79, 1.39)  0.298

---

(8)
Below is a structure of composition C7H12N2, with properties calculated with the ωB97M-V functional and the def2-TZVPD basis.

Results
F_max in eV/Å: 5.4
E_HOMO in eV: -8.1
Relative energy (zero: lowest compared OMol25 entry of this formula, charge and spin) in kJ/mol: 861.3
Frontier orbital gap in eV: 9.058
LUMO in Ha: 0.034

Each line ends with the Mulliken charge.
Atoms and positions in Å:
H (1.35, -0.49, -1.77)  0.352
H (1.93, -2.34, -0.80)  0.241
C (0.64, 1.53, 0.85)  -0.710
H (-3.01, 0.67, 0.10)  0.296
H (-3.54, -0.97, -0.63)  0.258
C (0.37, -1.47, 0.69)  -0.279
H (-0.56, 2.14, -0.72)  0.410
H (0.55, 2.55, 0.97)  0.339
C (-0.29, 1.14, -0.29)  -0.379
H (2.84, -1.56, 0.97)  0.252
C (-1.29, -0.09, -0.62)  0.087
C (-2.62, -0.40, 0.08)  -0.858
H (-1.46, -0.07, -1.84)  0.162
H (0.11, -1.15, 1.73)  0.299
H (0.48, 1.05, 1.82)  0.154
C (1.88, -1.35, 0.13)  -0.416
N (-0.28, -1.10, -0.29)  -0.278
H (-2.54, -0.77, 1.30)  0.212
C (1.32, 1.09, -0.34)  0.041
N (1.96, -0.16, -0.69)  -0.517
H (2.18, 1.77, -0.66)  0.335

---

(9)
Below is a structure of composition C7H12N2, with properties calculated with the ωB97M-V functional and the def2-TZVPD basis.

Results
F_max in eV/Å: 0.7
E_HOMO (alpha / beta) in eV: -7.8 / -7.8
Relative energy (zero: lowest compared OMol25 entry of this formula, charge and spin) in kJ/mol: 284.0
Frontier orbital gap (alpha / beta) in eV: 8.288 / 8.286
LUMO (alpha / beta) in Ha: 0.020 / 0.020

Each line ends with the Mulliken charge.
Atoms and positions in Å:
C (1.11, -0.05, -0.44)  1.186
H (-1.80, 1.62, -0.60)  0.403
H (-3.30, 0.87, 1.55)  0.343
C (-0.07, -0.97, -0.37)  0.048
N (-0.73, -1.12, 0.83)  -0.703
C (-2.97, -0.15, 1.35)  -1.214
H (2.53, 0.74, -1.87)  0.341
H (1.58, -0.27, 1.66)  0.409
H (2.73, -1.06, 0.57)  0.375
H (2.75, 0.69, 0.74)  0.382
H (2.31, -1.03, -1.95)  0.356
H (-0.51, -1.37, -1.28)  0.474
N (0.26, 1.18, -0.33)  -0.250
H (1.06, 0.06, -2.60)  0.379
H (-3.72, -0.63, 0.72)  0.268
H (-2.90, -0.72, 2.28)  0.342
C (-1.15, 0.82, -0.26)  -1.029
C (-1.63, -0.16, 0.66)  0.822
C (2.10, -0.18, 0.71)  -1.548
C (1.80, -0.07, -1.80)  -1.653
H (0.55, 1.82, 0.41)  0.271

---

(10)
Below is the molecule C7H12N2, with properties calculated with the ωB97M-V functional and the def2-TZVPD basis.

Results
F_max in eV/Å: 3.4
E_HOMO in eV: -8.7
Relative energy (zero: lowest compared OMol25 entry of this formula, charge and spin) in kJ/mol: 98.8
SMILES: N[C@]12C=C[C@](N)(CC1)C2
Frontier orbital gap in eV: 9.840
LUMO in Ha: 0.040

Each line ends with the Mulliken charge.
Atoms and positions in Å:
H (-0.93, -0.15, 2.43)  0.367
H (0.63, 2.25, 2.12)  0.240
C (-0.97, -1.17, 0.54)  -0.594
H (0.01, 1.44, -1.52)  0.245
H (-1.61, 1.03, -0.97)  0.332
H (-0.67, 2.82, 1.25)  0.247
C (0.04, 0.92, 0.62)  1.045
C (1.52, 0.31, 0.53)  -1.109
H (-0.43, -2.45, -1.95)  0.285
H (-1.34, -2.17, 0.78)  0.358
H (1.85, -0.62, -1.43)  0.273
C (-0.23, -0.74, -0.84)  0.901
H (1.82, -0.04, 1.49)  0.418
N (-0.70, -1.42, -2.00)  -0.677
C (-0.52, 0.75, -0.78)  -0.976
H (2.19, 1.04, 0.11)  0.425
N (0.20, 2.28, 1.22)  -0.688
H (-1.70, -1.27, -2.11)  0.268
H (1.63, -1.91, -0.27)  0.453
C (-0.77, -0.14, 1.38)  -0.822
C (1.28, -0.93, -0.52)  -0.991

---

(11)
Below is a structure of composition C7H12N2, with properties calculated with the ωB97M-V functional and the def2-TZVPD basis.

Results
F_max in eV/Å: 7.2
E_HOMO in eV: -8.8
Relative energy (zero: lowest compared OMol25 entry of this formula, charge and spin) in kJ/mol: 1139.8
Frontier orbital gap in eV: 9.515
LUMO in Ha: 0.027

Each line ends with the Mulliken charge.
Atoms and positions in Å:
H (2.45, -1.67, -0.28)  0.211
H (-0.34, -0.07, 2.33)  0.268
N (-0.45, -0.48, 1.39)  -0.444
H (-0.94, -1.83, -2.02)  0.256
H (-2.26, 0.31, 0.70)  0.588
N (-0.73, -1.49, -0.93)  -0.674
H (-1.05, 0.69, -2.75)  0.297
H (-1.11, 2.81, 0.56)  0.209
C (-1.27, 0.46, 0.56)  -0.402
H (1.13, -2.46, 1.39)  0.262
H (2.42, -0.13, 1.68)  0.169
C (-0.28, 0.72, -1.91)  -1.313
H (0.54, -0.30, -2.27)  0.243
C (-0.47, -0.12, -0.51)  0.983
C (0.65, 1.45, 0.81)  -0.447
C (1.60, -1.18, 0.80)  -0.880
H (1.71, 1.74, 0.99)  0.390
C (0.61, -0.04, 0.64)  0.236
H (0.19, 1.62, -1.77)  0.428
H (-1.78, -1.79, -0.24)  0.325
C (-0.62, 1.75, 0.82)  -0.704

---

(12)
Below is the molecule C7H12N2O, with properties calculated with the ωB97M-V functional and the def2-TZVPD basis.

Results
F_max in eV/Å: 4.3
E_HOMO in eV: -8.3
Relative energy (zero: lowest compared OMol25 entry of this formula, charge and spin) in kJ/mol: 204.6
SMILES: COc1cncn1C(C)C
Frontier orbital gap in eV: 9.173
LUMO in Ha: 0.032

Each line ends with the Mulliken charge.
Atoms and positions in Å:
H (-1.25, 2.23, -2.23)  0.427
H (0.36, 2.42, -1.71)  0.321
C (1.59, 0.43, 2.80)  -0.722
C (0.57, -0.64, 0.92)  0.449
C (0.41, -1.36, -1.18)  -0.078
H (-1.93, -0.61, -1.84)  0.389
N (0.95, -2.30, -0.47)  -0.722
N (0.17, -0.30, -0.37)  0.242
H (-2.83, 0.68, -1.20)  0.449
O (0.45, 0.28, 1.91)  -0.406
H (2.45, -0.27, 2.46)  0.312
H (-2.32, -0.63, -0.03)  0.343
H (-1.04, 1.32, 0.20)  0.274
C (1.01, -1.91, 0.83)  -0.471
H (1.22, -0.03, 3.77)  0.267
C (-0.44, 1.68, -1.87)  -1.497
H (2.08, 1.39, 2.98)  0.271
C (-2.14, -0.09, -0.95)  -1.350
C (-0.79, 0.70, -0.75)  0.273
H (0.31, -1.45, -2.21)  0.457
H (1.30, -2.64, 1.61)  0.395
H (-0.13, 1.09, -2.68)  0.378

---

Copy entry 2 word for word.
Below is a cluster of 2 separate species, C7H12FI in total, with properties calculated with the ωB97M-V functional and the def2-TZVPD basis.

Results
F_max in eV/Å: 12.4
E_HOMO (alpha / beta) in eV: -5.1 / -9.7
Spin multiplicity: 3
Frontier orbital gap (alpha / beta) in eV: 5.700 / 7.306
LUMO (alpha / beta) in Ha: 0.023 / -0.086

Each line ends with the Löwdin spin population.
Atoms and positions in Å:
C (-0.90, -0.75, -0.15)  0.004
H (2.14, -2.36, -0.02)  0.000
H (-1.39, -0.03, -0.86)  0.004
F (0.58, 1.39, -0.86)  0.033
H (-1.14, -0.32, 0.94)  0.001
C (-0.78, 3.30, -1.85)  0.770
C (1.24, 0.41, -0.18)  0.003
H (-2.66, 2.49, -1.29)  0.056
I (0.75, 4.60, -1.64)  0.264
C (2.12, 0.56, 0.80)  0.001
H (2.42, 1.54, 1.21)  0.001
C (-1.85, 3.12, -1.14)  0.794
H (2.38, -0.36, 1.21)  0.000
H (0.79, -1.13, -1.40)  0.000
H (0.38, -2.93, -0.13)  0.000
H (-1.27, -1.76, -0.17)  0.000
H (-1.94, 3.68, -0.25)  0.050
C (1.13, -2.17, 0.23)  0.000
H (0.86, -2.08, 1.31)  0.000
H (-0.59, 2.66, -2.74)  0.019
C (0.58, -0.88, -0.43)  0.000